[1]
Formula: C6H14NO
Source: OMol25
Level of theory: ωB97M-V/def2-TZVPD

```
22
Properties=species:S:1:pos:R:3:forces:R:3
C 0.67834 -1.17907 -1.80613 0.31 0.10 -0.35
O 1.99683 -1.47309 -1.29233 -1.13 -1.13 -0.18
C 0.59336 0.32218 -1.98091 -0.39 0.31 -0.68
C 0.47085 0.92337 -3.18074 -0.40 -1.30 0.51
H -0.11600 -1.59252 -1.12294 0.59 0.38 -0.50
H 0.54574 -1.62079 -2.82405 -0.01 0.11 0.78
H 2.03135 -2.45823 -1.26782 0.31 1.04 0.09
H 0.67271 0.95559 -1.08071 0.47 -0.27 -0.31
H 0.42395 1.98725 -3.28875 0.05 0.43 0.04
H 0.33446 0.33610 -4.11047 0.33 0.34 0.70
C 0.34584 -0.36228 3.37120 1.16 -0.86 0.67
C -0.28569 0.51050 2.35247 -0.68 0.47 -1.85
C -1.12363 0.10075 1.38036 0.63 0.06 1.10
N -1.61925 1.00769 0.31644 0.77 -0.42 -0.57
H 0.13888 -1.46447 3.21012 0.01 1.36 0.21
H 1.48515 -0.24092 3.26860 -1.64 -0.09 0.37
H 0.03373 -0.06442 4.41963 0.47 -0.33 -1.22
H 0.04342 1.57325 2.28454 -0.30 -0.72 0.40
H -1.48929 -0.90154 1.21138 0.11 -0.09 0.26
H -1.60982 1.97841 0.61638 0.03 0.23 0.00
H -0.97123 0.89948 -0.52214 -0.97 0.26 0.56
H -2.57970 0.76276 0.04588 0.30 0.12 -0.02
```
Forces are in eV/Å.

Its charge is +1. For the HOMO energy, the calculation gives -0.4996 Ha.

=====

[2]
Formula: C5H7N
Source: OMol25
Level of theory: ωB97M-V/def2-TZVPD

```
13
Properties=species:S:1:pos:R:3:forces:R:3
C -1.07691 -2.26207 -0.15890 0.17 0.55 -0.09
C -0.60621 -1.18218 -0.42179 -0.14 -0.36 0.14
C 0.11814 0.03993 -0.84369 -0.01 0.04 -0.13
C -0.65487 1.36935 -0.82220 -0.14 0.03 -0.03
N 1.32600 0.36591 -0.08520 0.08 -0.16 0.42
C 1.43599 -0.01884 1.11297 0.08 0.06 -0.19
H -1.49611 -3.22299 0.05875 0.07 0.29 -0.02
H 0.41941 -0.14397 -1.88205 0.07 0.03 0.16
H -1.59606 1.33803 -1.37375 0.09 -0.13 0.03
H 0.00305 2.12015 -1.27229 -0.19 -0.10 0.06
H -0.84290 1.68212 0.20998 -0.08 -0.15 -0.16
H 2.26255 0.38638 1.69668 0.03 -0.23 -0.07
H 0.75016 -0.71592 1.61116 -0.02 0.14 -0.12
```
Forces are in eV/Å.

Its charge is 0. The SMILES is C#C[C@@H](C)N=C. For the HOMO energy, the calculation gives -0.3603 Ha.

=====

[3]
Formula: C3HIO3
Source: OMol25
Level of theory: ωB97M-V/def2-TZVPD

```
8
Properties=species:S:1:pos:R:3:forces:R:3
C -1.49767 1.91797 0.02423 -1.52 -2.83 -6.92
C 0.69999 -0.71636 0.41266 1.93 -3.15 -2.46
C 0.57753 -1.77376 -0.40461 0.81 -2.25 -1.32
O -0.14035 0.07659 0.77514 -3.25 4.24 2.03
O -1.97279 1.79738 -1.03299 1.50 1.03 3.94
O 0.64460 -2.81406 -0.99084 -0.60 1.97 1.29
I 2.86540 -0.45467 0.23447 0.19 0.49 0.33
H -1.17672 1.96691 0.98194 0.95 0.49 3.11
```
Forces are in eV/Å.

Its charge is 0. For the HOMO energy (spin up / spin down), the calculation gives -0.2482 / -0.2482 Ha.

=====

Let's list ΔE to the lowest compared entry with this formula, charge and spin in order: 51.3 62.6 118.8 kcal per mole.
Let's list max |F| in order: 2.029 0.580 7.625 eV/A.